# 1
Entry from OMol25: a gas-phase ion, C4H7NO2 (charge +1) in a non-equilibrium geometry (wB97M-V/def2-TZVPD).

Bonds (Å) are listed after each position.
Geometry (Å):
1 O 2.36085 -0.50573 1.28074  C2 1.178
2 C 1.20850 -0.55043 1.52204  O1 1.178, C3 1.497, H8 1.174
3 C 0.12725 -0.17795 0.55600  C2 1.497, C4 1.534, N7 1.583, H9 1.236
4 C 0.42718 0.33544 -0.85818  C3 1.534, C5 1.545, H10 1.082, H11 1.159
5 C -0.58252 1.42326 -1.28779  C4 1.545, O6 1.199, H12 1.159
6 O -1.27623 1.28429 -2.25549  C5 1.199
7 N -0.95934 -1.32785 0.51079  C3 1.583, H13 0.989, H14 0.978
8 H 0.69756 -0.71154 2.56656  C2 1.174
9 H -0.49384 0.76858 1.05293  C3 1.236
10 H 0.31621 -0.51018 -1.52398  C4 1.082
11 H 1.53838 0.65016 -0.95054  C4 1.159
12 H -0.73372 2.23950 -0.47901  C5 1.159
13 H -1.76023 -0.93869 0.07951  N7 0.989
14 H -0.87004 -1.97886 -0.21358  N7 0.978

<S²>   0.762
Kohn-Sham gap (spin up / spin down)   11.26 / 4.38 eV
Multiplicity   2
Energy above the lowest of the compared OMol25 structures with the same formula, charge and spin   2.691 eV
Charge   +1

---

# 2
Entry from OMol25: a single C4H7NO2S molecule in a non-equilibrium geometry (wB97M-V/def2-TZVPD).

Bonds (Å) are listed after each position.
Geometry (Å):
1 C -1.76776 -1.26242 -0.31279  S2 1.820, H9 1.108, H10 1.093, H11 1.072
2 S -1.03666 0.32811 -0.81159  C1 1.820, C3 1.788
3 C 0.19323 0.56234 0.46454  S2 1.788, C4 1.502, N7 1.279
4 C 1.03683 -0.60325 0.89630  C3 1.502, C5 1.518, H12 1.088, H13 1.094
5 C 1.69181 -1.27099 -0.29904  C4 1.518, O6 1.209, H14 1.101
6 O 1.45890 -2.40654 -0.64364  C5 1.209
7 N 0.43121 1.69978 0.99928  C3 1.279, O8 1.363
8 O -0.34934 2.76114 0.64854  N7 1.363, H15 0.988
9 H -2.57541 -1.45434 -1.04612  C1 1.108
10 H -1.02876 -2.06226 -0.40461  C1 1.093
11 H -2.19281 -1.20902 0.66945  C1 1.072
12 H 1.81928 -0.22912 1.55326  C4 1.088
13 H 0.44792 -1.36644 1.41339  C4 1.094
14 H 2.41722 -0.65346 -0.85156  C5 1.101
15 H -1.12046 2.43553 0.12348  O8 0.988

Kohn-Sham gap   9.87 eV
SMILES   CS/C(CC=O)=N\O
Energy above the lowest of the compared OMol25 structures with the same formula, charge and spin   3.058 eV

---

# 3
Entry from OMol25: a single C4H7NO2S molecule in a non-equilibrium geometry (wB97M-V/def2-TZVPD).

Bonds (Å) are listed after each position.
Geometry (Å):
1 C -1.99170 0.65137 -0.06605  C2 1.526, H9 1.079, H10 1.076, H11 1.109
2 C -0.96161 -0.43698 -0.35532  C1 1.526, C3 1.550, H12 1.127, H13 1.095
3 C 0.14367 -0.63380 0.71296  C2 1.550, O4 1.437, S8 1.741, H14 1.105
4 O 0.87019 0.58701 0.93090  C3 1.437, C5 1.303
5 C 1.87720 0.72716 0.11648  O4 1.303, O6 1.203, N7 1.411
6 O 2.51132 1.74877 0.07128  C5 1.203
7 N 2.04157 -0.42750 -0.67705  C5 1.411, S8 1.750, H15 1.018
8 S 1.38444 -1.76240 0.24454  C3 1.741, N7 1.750
9 H -2.93556 0.42638 -0.53894  C1 1.079
10 H -1.55366 1.56669 -0.42530  C1 1.076
11 H -2.26049 0.79516 1.00068  C1 1.109
12 H -0.42044 -0.28381 -1.33227  C2 1.127
13 H -1.51004 -1.38165 -0.43140  C2 1.095
14 H -0.21522 -1.02839 1.68081  C3 1.105
15 H 3.02034 -0.54803 -0.93133  N7 1.018

Kohn-Sham gap   9.40 eV
SMILES   CC[C@@H]1OC(=O)NS1
Energy above the lowest of the compared OMol25 structures with the same formula, charge and spin   1.248 eV